1.
Below is a structure of composition C3H7IrO3, with properties calculated with ωB97M-V with the def2-TZVPD basis set.

Last column: Mulliken charge in e.
Element x y z (Å)
O -0.5545 1.6598 0.6497  -0.406
C -1.3904 1.0576 -0.1754  0.215
C -1.2019 -0.2348 -0.5453  -0.092
O -0.2726 -0.9035 0.2746  -0.361
C -0.3006 -2.3250 0.2732  -0.606
Ir 0.8900 0.4698 0.9987  1.103
H -2.3522 1.5374 -0.3955  0.397
H -1.9173 -0.8593 -1.0764  0.449
H 0.6096 -2.6637 0.7788  0.243
H -1.1972 -2.6548 0.8143  0.337
H -0.3039 -2.7160 -0.7529  0.384
O 2.5014 0.1376 0.0627  -0.517
H 2.5991 0.4239 -0.9125  0.441
H 3.0032 -0.6832 0.1349  0.413

Atoms 1-6, force components in eV/Å:
-3.994 0.053 -2.126
-0.303 3.302 1.775
0.101 -2.767 1.063
-3.284 -0.640 -3.127
-0.087 -2.335 0.054
2.582 2.577 4.899

## Properties
**Charge**: +2
**Orbital gap (alpha / beta)**: 0.35379 / 0.26451 hartree
**E**: -12179.941 eV
**Expectation value of S²**: 6.01
**HOMO energy (alpha / beta)**: -0.683 / -0.717 Eh
**Spin multiplicity**: 5

2.
Below is an isolated molecule of C3H3BrOS, with properties calculated with ωB97M-V with the def2-TZVPD basis set.

Last column: Mulliken charge in e.
Element x y z (Å)
O -0.7533 -1.2455 -1.1175  -0.482
C -0.5446 -0.2492 -0.4722  0.511
C -1.0617 1.2985 -0.8284  -0.194
S -1.1268 2.3723 0.3169  -0.169
C 0.6390 -0.4347 0.4966  -0.652
Br 2.2129 0.3976 -0.2677  -0.105
H -1.0050 1.4315 -1.8678  0.339
H 0.4041 -0.0656 1.4898  0.383
H 0.7399 -1.4636 0.5176  0.369

Atoms 1-6, force components in eV/Å:
-1.435 0.973 -0.310
1.265 0.737 -1.055
1.678 -3.599 1.644
-0.422 0.805 0.457
-1.448 2.230 0.307
-0.223 -0.066 0.259

## Properties
**Relative energy (zero: lowest compared OMol25 entry of this formula, charge and spin)**: 14.4 kcal per mole
**SMILES string**: O=C(C=S)CBr
**Charge**: 0
**Orbital gap**: 0.29255 hartree
**E**: -86082.903 eV
**HOMO energy**: -0.337 Eh
**Spin multiplicity**: 1

3.
Below is a cluster of 2 separate species, C4H11S in total, with properties calculated with ωB97M-V with the def2-TZVPD basis set.

Last column: Mulliken charge in e.
Element x y z (Å)
C -1.3270 -1.9192 2.6336  -3.797
C -0.8648 -2.6533 1.3457  -1.939
H -1.2547 -2.6117 3.4804  1.147
H -2.3222 -1.4786 2.5690  0.902
H -0.5803 -1.1309 2.7754  0.598
H -1.6788 -3.3309 1.0455  1.228
H -0.7503 -1.9941 0.4770  0.431
H 0.0392 -3.2300 1.5232  0.426
C 0.7719 2.4960 -2.6826  -1.083
C 1.3894 2.2040 -1.3004  -0.614
S 1.0436 0.5507 -0.6278  -0.585
H -0.2719 2.1867 -2.6765  0.296
H 1.2724 1.9676 -3.5030  0.252
H 0.9192 3.5488 -2.9669  0.337
H 1.1390 3.0515 -0.6460  0.237
H 2.4753 2.3435 -1.4467  0.164

Atoms 1-6, force components in eV/Å:
1.307 -0.395 -0.739
-1.613 0.174 -0.105
-0.265 0.113 0.216
-0.096 -0.026 -0.060
-0.200 0.166 0.440
0.280 -0.366 0.068

## Properties
**Relative energy (zero: lowest compared OMol25 entry of this formula, charge and spin)**: 20.4 kcal per mole
**Charge**: -2
**Orbital gap (alpha / beta)**: 0.07333 / 0.22538 hartree
**E**: -15157.794 eV
**Expectation value of S²**: 0.75
**HOMO energy (alpha / beta)**: 0.158 / 0.005 Eh
**Spin multiplicity**: 2

4.
Below is a cluster of 3 separate species, C4H8O2 in total, with properties calculated with ωB97M-V with the def2-TZVPD basis set.

Last column: Mulliken charge in e.
Element x y z (Å)
O 2.2392 -0.8771 -0.5089  -0.463
C 1.0744 -0.1929 -0.6746  -0.140
C 0.4463 0.4431 0.4026  -0.507
C -0.7737 1.3054 0.2868  -0.449
C -1.3335 -0.0298 0.5987  0.042
O -1.8155 -0.8087 -0.2898  -0.557
H 2.2889 -1.1915 0.4042  0.315
H 0.0871 -1.3338 -1.1307  0.011
H 1.0132 0.2220 -1.6775  0.408
H 0.9137 0.3489 1.3797  0.290
H -1.0081 1.6536 -0.7193  0.253
H -0.8636 2.0826 1.0444  0.259
H -1.3859 -0.3207 1.6559  0.357
H -0.7762 -1.3630 -0.9299  0.182

Atoms 1-6, force components in eV/Å:
0.051 -0.121 0.230
-0.334 0.254 -0.034
0.338 -0.047 -0.078
-0.061 0.005 -0.040
-0.181 0.007 0.102
0.215 -0.021 -0.008

## Properties
**Relative energy (zero: lowest compared OMol25 entry of this formula, charge and spin)**: 105.5 kcal per mole
**Charge**: 0
**Orbital gap**: 0.35300 hartree
**E**: -8368.708 eV
**HOMO energy**: -0.325 Eh
**Spin multiplicity**: 1